[1]
Density functional theory data (wB97M-V/def2-TZVPD) for a cluster of 2 separate species, C4H6Br2NO in total at a distorted geometry.

Calculated values
**Energy above the lowest of the compared OMol25 structures with the same formula, charge and spin**: 0.0 kcal per mole
**Highest occupied orbital energy (spin up / spin down)**: -13.75 / -13.75 eV
**F_max**: 4.1 eV/Å
**Charge**: +1

Structure (XYZ):
```
14
Properties=species:S:1:pos:R:3:forces:R:3
C -0.48163 -1.78367 -1.06857 1.67 -0.17 1.42
C 1.69669 -1.98807 0.73713 -1.35 -0.61 -1.00
C 0.66561 0.07665 0.35960 -2.55 1.16 -2.98
C -0.23774 -0.53651 -0.84994 0.48 1.75 0.31
N -0.76103 0.55492 -1.52870 -0.25 -2.02 -0.13
O 1.48677 -0.76981 1.03820 0.94 0.62 0.79
Br 2.94954 -2.83273 1.78570 -0.15 0.18 -0.11
Br -1.32068 3.27038 0.83685 0.03 0.02 -0.25
H -0.90879 -2.75554 -0.96719 -0.05 -0.26 -0.22
H 1.16014 0.90741 -0.28052 -0.06 -1.28 1.94
H -0.26435 0.42719 0.91161 1.88 -0.09 0.30
H -1.64689 3.67707 2.14607 -0.06 0.04 0.29
H -0.69721 1.52196 -1.24688 0.14 -0.33 0.43
H -1.64042 0.23075 -1.87334 -0.66 0.99 -0.78
```
Positions in Å, forces in eV/Å.



[2]
Density functional theory data (wB97M-V/def2-TZVPD) for a structure of composition C28H27N2PdSSeSi at a distorted geometry.

Calculated values
**Highest occupied orbital energy**: -3.85 eV
**F_max**: 1.5 eV/Å
**Charge**: -1

Structure (XYZ):
```
61
Properties=species:S:1:pos:R:3:forces:R:3
Pd -0.14045 0.39234 -0.42198 0.23 1.30 -0.75
S -1.36228 -1.83447 3.69135 0.01 -0.02 0.04
C -0.53924 -0.49119 4.41230 0.03 0.03 0.21
C -0.34256 -0.19185 5.75905 -0.04 -0.04 -0.09
C 0.36361 0.95228 6.07557 0.04 0.07 0.01
C 0.87004 1.78908 5.07260 -0.02 -0.03 0.02
C 0.67449 1.49375 3.73870 0.01 0.02 0.07
C -0.03832 0.34326 3.40711 -0.09 -0.15 -0.32
N -0.30832 -0.08111 2.11531 0.05 0.05 0.44
C -0.97308 -1.18622 2.10703 0.01 0.01 -0.51
C -1.37533 -1.85484 0.85577 0.01 0.14 0.35
C -1.99806 -3.10184 0.89753 -0.06 -0.10 -0.06
C -2.36267 -3.74875 -0.26859 0.02 0.05 0.06
C -2.10635 -3.13418 -1.48933 -0.01 -0.01 -0.06
C -1.48582 -1.89663 -1.54470 -0.03 -0.06 0.11
C -1.10121 -1.23554 -0.37617 -0.11 -0.85 -0.08
H -0.73168 -0.83594 6.53686 0.00 -0.01 0.00
H 0.53023 1.20416 7.11521 0.00 0.00 0.00
H 1.42297 2.67760 5.34868 0.00 0.00 0.01
H 1.06078 2.12772 2.95146 -0.01 -0.01 -0.01
H -2.19000 -3.57948 1.85270 0.00 0.02 0.01
H -2.84016 -4.71910 -0.22783 0.00 0.00 0.00
H -2.38986 -3.63002 -2.41052 0.01 0.00 0.00
H -1.29077 -1.42888 -2.49998 0.00 -0.01 -0.01
Se -2.34217 1.19820 -1.34902 0.06 -0.30 0.04
C -2.49602 3.09201 -1.59044 -0.13 0.19 0.25
C -1.59529 3.90909 -2.27384 0.00 -0.11 -0.11
C -1.84558 5.26197 -2.46010 0.01 0.02 -0.01
C -3.01310 5.83907 -1.98197 0.03 -0.03 -0.01
C -3.93106 5.03638 -1.31824 -0.03 0.00 0.02
C -3.67335 3.68814 -1.12218 0.07 0.04 0.04
H -0.69889 3.48142 -2.70057 -0.02 -0.04 -0.02
H -1.12202 5.86468 -2.99698 0.00 0.00 0.00
H -3.20699 6.89408 -2.13078 0.00 0.00 0.00
H -4.85329 5.46332 -0.94072 0.00 0.00 0.00
H -4.38950 3.07225 -0.59297 0.01 0.00 0.01
C 4.13615 1.82541 0.00314 0.10 0.00 0.04
Si 2.64457 1.42497 -1.06959 0.08 -0.05 0.11
C 3.10731 1.82359 -2.84585 0.03 -0.01 -0.11
C 1.26027 2.61493 -0.61117 -0.01 -0.12 -0.02
N 1.97314 -0.11150 -0.79655 -0.19 -0.25 0.20
C 2.61688 -1.30520 -0.93686 0.05 -0.07 0.03
C 2.01704 -2.52153 -0.53867 0.03 0.02 0.00
C 2.65729 -3.73815 -0.67988 -0.01 -0.03 0.02
C 3.93756 -3.82915 -1.21776 0.00 0.06 -0.01
C 4.55909 -2.64825 -1.60454 0.00 -0.03 0.01
C 3.92489 -1.42494 -1.46921 -0.01 0.04 -0.02
H 4.45311 2.86174 -0.14834 0.00 0.00 0.02
H 4.98568 1.17816 -0.22461 0.00 0.00 0.01
H 3.89467 1.68758 1.06005 -0.01 0.02 0.00
H 3.40665 2.87124 -2.94686 -0.01 0.00 -0.01
H 2.24787 1.64657 -3.49740 0.01 0.01 -0.01
H 3.92963 1.20282 -3.20730 0.00 0.01 -0.01
H 1.61857 3.60171 -0.31230 0.01 0.00 0.00
H 0.67043 2.26195 0.25532 -0.04 0.12 0.09
H 0.58453 2.75218 -1.45172 -0.01 0.08 0.03
H 1.02800 -2.48292 -0.10727 -0.04 -0.01 0.01
H 2.14313 -4.63767 -0.35703 0.00 0.00 -0.01
H 4.43224 -4.78528 -1.33071 0.00 0.00 0.01
H 5.55990 -2.67632 -2.02316 0.00 0.00 0.00
H 4.45061 -0.53198 -1.78825 -0.02 0.00 -0.01
```
Positions in Å, forces in eV/Å.



[3]
Density functional theory data (wB97M-V/def2-TZVPD) for an isolated molecule of C3H3Br2F at a distorted geometry.

Calculated values
**SMILES**: C=C(Br)[C@H](F)Br
**Energy above the lowest of the compared OMol25 structures with the same formula, charge and spin**: 19.1 kcal per mole
**Highest occupied orbital energy**: -9.39 eV
**F_max**: 7.2 eV/Å

Structure (XYZ):
```
9
Properties=species:S:1:pos:R:3:forces:R:3
C 0.71953 -0.86308 1.01996 -0.12 4.10 -5.90
C 0.51206 0.01489 -0.16514 1.59 -4.25 5.35
C -0.68013 0.82126 -0.46074 -0.97 0.03 -1.45
F -1.50466 1.10399 0.52333 -0.48 0.09 2.64
Br 1.79273 -0.07091 -1.52629 0.01 0.22 -0.18
Br -1.94010 -0.49117 -1.49012 0.88 0.91 -0.34
H 1.58952 -1.45953 1.19462 0.56 -0.03 -0.59
H 0.04039 -0.89677 1.78958 -1.86 0.26 1.46
H -0.52932 1.84132 -0.88519 0.38 -1.33 -0.98
```
Positions in Å, forces in eV/Å.



[4]
Density functional theory data (wB97M-V/def2-TZVPD) for a cluster of 4 separate species, C16H23F10NO15S2 in total at a distorted geometry.

Calculated values
**SMILES**: O=COCCN(S(=O)(=O)F)S(=O)(=O)C(F)(F)C(F)(F)C(F)(F)C(F)(F)F.COC(=O)OC.COC(=O)OC.COC(=O)OC
**Highest occupied orbital energy**: -10.81 eV
**F_max**: 9.1 eV/Å

Structure (XYZ):
```
67
Properties=species:S:1:pos:R:3:forces:R:3
O 4.38262 -6.40106 4.09119 -3.31 1.02 -3.88
C 3.60228 -6.17944 3.13757 3.60 -0.48 3.06
O 4.09970 -5.39079 2.04111 -2.35 -1.81 0.43
C 3.23666 -5.48498 0.89160 -1.49 0.15 -0.72
C 2.41694 -4.10069 0.58728 1.19 -1.71 -2.12
N 2.29088 -3.21457 1.78241 -2.06 1.31 -1.41
S 2.86162 -1.60812 1.51636 7.81 4.41 1.60
O 2.98690 -0.78241 2.77008 -2.68 -2.81 -3.81
O 4.26047 -1.72136 0.93964 -5.21 -0.82 0.50
F 1.97021 -0.79400 0.32592 0.89 -2.14 2.32
S 0.73823 -3.29268 2.54010 -0.06 -1.40 8.78
O 0.68357 -2.41772 3.77707 0.42 -1.47 -5.07
O 0.56282 -4.70364 3.02493 0.35 2.78 -3.40
C -0.68524 -2.68499 1.45813 -0.42 3.57 -1.92
F -0.88184 -1.31088 1.85246 0.61 -3.82 -0.69
F -0.32878 -2.59361 0.07321 -0.90 -0.82 3.20
C -2.08588 -3.40566 1.73870 -1.74 2.15 1.08
F -2.16919 -3.62131 3.14198 0.29 -0.06 -3.51
F -3.09685 -2.41818 1.46276 2.44 -2.42 0.28
C -2.45561 -4.67090 0.84753 -2.36 -1.26 -0.63
F -2.35909 -4.49183 -0.54742 0.28 0.14 3.21
F -3.84993 -4.92249 1.09870 3.32 0.64 -0.29
C -1.71328 -6.04536 1.20175 -0.51 -3.60 -0.07
F -2.45924 -7.06935 0.52691 1.89 2.62 1.51
F -0.39887 -6.15343 0.67548 -3.07 0.73 1.67
F -1.78973 -6.40424 2.57488 0.67 1.46 -3.77
H 2.53857 -6.62393 3.15058 1.41 1.02 -0.70
H 3.79665 -5.73435 -0.08659 -0.52 0.41 1.85
H 2.42105 -6.29514 1.02058 1.46 1.14 0.01
H 3.00552 -3.59348 -0.26896 -1.06 -0.29 1.74
H 1.42257 -4.43702 0.13149 1.18 0.80 0.89
C -1.64950 4.34988 -2.57104 0.09 0.36 -0.33
O -1.92258 3.30757 -1.63480 0.70 -0.41 0.10
C -0.84181 2.86789 -0.96800 -0.15 -0.12 0.08
O 0.28716 3.27395 -1.10032 -0.73 -0.12 0.07
O -1.23721 1.89740 -0.12891 -0.04 0.41 -0.38
C -0.18242 1.33358 0.65118 0.28 -0.14 0.36
H -2.59109 4.62470 -3.04832 -0.01 -0.22 0.19
H -1.25026 5.23018 -2.06216 0.09 -0.16 -0.06
H -0.95919 4.00319 -3.34313 0.03 0.07 0.18
H 0.27472 2.09422 1.28843 0.05 -0.03 -0.20
H 0.56558 0.86884 0.00770 -0.09 0.28 0.02
H -0.61311 0.56334 1.29002 -0.12 0.50 -0.34
C -4.35687 3.73183 -0.43138 0.15 -0.15 -0.10
O -5.55386 4.43096 -0.08751 -0.17 0.43 0.32
C -5.34961 5.56692 0.59854 -0.10 -0.17 -0.09
O -4.27759 6.01417 0.92717 -0.42 -0.14 -0.13
O -6.54782 6.11949 0.85550 0.31 -0.23 -0.12
C -6.48284 7.34316 1.58524 -0.05 0.37 0.22
H -4.64000 2.83362 -0.98106 -0.20 0.19 0.08
H -3.72670 4.34385 -1.07340 -0.24 0.04 0.35
H -3.81563 3.42958 0.46782 0.05 0.18 -0.13
H -5.93399 8.10016 1.02058 0.08 -0.14 0.13
H -6.02530 7.18438 2.56428 0.10 0.05 -0.18
H -7.50361 7.69682 1.73463 0.04 -0.27 -0.16
C 5.37990 1.16594 -5.30660 0.24 -0.04 -0.32
O 4.50240 1.09753 -4.18459 -0.12 0.24 0.20
C 4.27832 2.28176 -3.58723 -0.15 -0.01 0.21
O 4.74632 3.34289 -3.92073 -0.16 -0.46 0.07
O 3.44346 2.07594 -2.55605 0.36 -0.11 -0.50
C 3.11406 3.25689 -1.82279 0.02 0.38 0.46
H 5.48768 0.15740 -5.70750 -0.18 0.03 0.25
H 4.95939 1.80481 -6.08653 0.13 0.06 0.16
H 6.36604 1.52462 -5.00338 -0.16 0.12 -0.06
H 2.60326 3.97841 -2.46349 0.16 -0.06 0.06
H 4.01059 3.69851 -1.38090 -0.01 0.02 -0.26
H 2.43836 2.97321 -1.01872 0.16 -0.19 -0.30
```
Positions in Å, forces in eV/Å.



[5]
Density functional theory data (wB97M-V/def2-TZVPD) for an isolated molecule of C5H8N2.

Calculated values
**SMILES**: Cn1cccc1N
**Energy above the lowest of the compared OMol25 structures with the same formula, charge and spin**: 8.1 kcal per mole
**Highest occupied orbital energy**: -7.61 eV
**F_max**: 0.2 eV/Å

Structure (XYZ):
```
15
Properties=species:S:1:pos:R:3:forces:R:3
C 0.53737 1.16618 1.38247 0.05 0.10 0.09
N -0.13098 0.20601 0.53479 0.03 -0.09 -0.14
C -0.93975 -0.81989 0.96680 -0.01 -0.05 0.04
C -1.20468 -1.63821 -0.09857 -0.03 -0.02 0.04
C -0.50902 -1.11006 -1.22400 0.03 0.05 -0.07
C 0.13822 0.02655 -0.79991 -0.07 -0.07 0.14
N 0.89469 0.99886 -1.48971 0.11 -0.13 -0.11
H 0.59969 2.13211 0.87490 -0.03 -0.14 0.06
H -0.02448 1.28105 2.31254 0.05 -0.01 -0.17
H 1.55244 0.83056 1.63189 -0.14 0.08 -0.02
H -1.26249 -0.86522 1.99848 0.08 -0.02 -0.16
H -1.82989 -2.52081 -0.07842 0.09 0.14 0.00
H -0.47544 -1.51727 -2.22755 -0.06 0.11 0.17
H 1.88929 0.93436 -1.29469 -0.10 0.00 -0.01
H 0.76504 0.89579 -2.48903 0.01 0.05 0.12
```
Positions in Å, forces in eV/Å.